No. 1
Entry from the OMol25 dataset: one molecule with the formula C4H9NO2 (ωB97M-V with the def2-TZVPD basis set).

Structure (XYZ):
```
16
Properties=species:S:1:pos:R:3:forces:R:3:nbo_charge:R:1
H 2.9832 -0.0939 1.3508 -0.44 -0.19 0.00 0.3997
H -1.1764 -0.3143 -1.9261 0.18 -0.01 -0.51 0.1462
H -1.3654 -0.8457 0.4429 -0.10 -0.09 -0.19 0.2475
C -1.5356 0.4657 -1.2551 -0.19 -0.72 -0.02 -0.0573
H -2.6248 0.3903 -1.3131 -0.11 0.30 0.31 0.1636
N 2.2787 -0.7562 1.6470 -0.02 -0.13 0.08 -0.8272
H 2.4658 -1.4135 2.3928 0.32 0.27 -0.15 0.4045
C -0.9770 0.1056 0.0889 0.04 0.32 0.25 -0.4199
O 0.2897 -1.7647 1.6126 0.29 0.18 -0.13 -0.6302
H -1.2665 0.8490 0.8334 -0.01 0.08 0.03 0.2070
H 0.8237 -0.4112 -0.9596 0.08 -0.30 0.28 0.2271
C 1.0216 -0.9054 1.1428 -0.01 -0.15 0.12 0.6766
O -1.0576 1.7430 -1.6150 -0.14 0.31 -0.49 -0.7255
H 1.0123 0.9882 0.0205 0.06 -0.07 0.31 0.2254
C 0.5472 0.0001 0.0214 -0.12 0.16 -0.13 -0.5076
H -1.4190 1.9630 -2.4842 0.17 0.04 0.25 0.4701
```
Forces are in eV/Å.

## Properties
HOMO level = -0.3620 Eh
Relative energy (zero: lowest compared OMol25 entry of this formula, charge and spin) = 68.9 kJ/mol
Total energy = -363.05930 hartree
Gap between HOMO and LUMO = 10.72 eV

No. 2
Entry from the OMol25 dataset: C4H9NO2 as an isolated structure (ωB97M-V with the def2-TZVPD basis set).

Structure (XYZ):
```
16
Properties=species:S:1:pos:R:3:forces:R:3:nbo_charge:R:1
C 1.3857 -0.2198 0.2795 -0.13 0.03 -0.09 0.7647
H 0.7988 2.1471 -0.1780 -0.01 -0.09 -0.05 0.4564
O 0.5415 1.2803 -0.5226 0.07 -0.28 0.22 -0.9875
H 1.6059 -0.7475 2.3231 -0.01 0.03 -0.05 0.2290
H 0.3351 0.4714 2.0692 0.01 -0.02 -0.04 0.2064
H -2.9012 -0.7088 -1.0279 0.08 0.03 0.01 0.2428
N 0.0899 -0.9817 -0.2296 0.05 0.32 -0.06 -0.5976
H 0.3407 -1.4863 -1.0757 -0.03 0.04 0.02 0.3992
C -1.9648 -0.2725 -1.3888 0.00 -0.05 -0.04 -0.6912
H -1.2355 0.3262 0.6000 0.06 0.05 0.00 0.2042
H 2.0437 0.9238 1.9362 -0.02 -0.03 -0.02 0.2373
H -2.1790 0.7493 -1.7053 0.03 -0.04 0.04 0.2636
C -0.9702 -0.2250 -0.2899 0.28 -0.11 0.02 0.3758
H -1.6041 -0.8412 -2.2454 0.01 0.02 0.06 0.2268
C 1.3181 0.1344 1.7462 -0.05 0.02 -0.09 -0.6962
O 2.3954 -0.5497 -0.2911 -0.34 0.09 0.07 -0.6337
```
Forces are in eV/Å.

## Properties
HOMO level = -0.3368 Eh
Relative energy (zero: lowest compared OMol25 entry of this formula, charge and spin) = 307.3 kJ/mol
Total energy = -362.96849 hartree
Gap between HOMO and LUMO = 9.63 eV

No. 3
Entry from the OMol25 dataset: one molecule with the formula C4H9NO2 (ωB97M-V with the def2-TZVPD basis set).

Structure (XYZ):
```
16
Properties=species:S:1:pos:R:3:forces:R:3:nbo_charge:R:1
H 0.8920 -0.6293 1.5345 0.09 0.03 -0.14 0.1700
H -0.8738 -0.5229 -1.1353 0.01 0.11 0.09 0.1704
O 0.4687 0.6762 -0.1021 0.14 -0.03 0.07 -0.5405
H 2.6140 -2.0244 -1.9770 -0.10 0.10 0.08 0.1913
H -0.9833 1.6736 1.7558 -0.14 -0.06 -0.03 0.1809
C -1.9266 1.2876 1.3516 -0.08 0.23 0.20 -0.2627
C -0.8581 0.3827 -0.5196 -0.10 -0.03 -0.31 0.2206
N 1.7370 -1.2397 -0.2736 -0.01 0.05 0.16 -0.4060
H 1.6265 -0.4203 -2.1823 0.02 -0.11 0.07 0.1964
H -2.4201 2.0889 0.7815 0.07 -0.12 0.06 0.1681
H -1.1678 1.2611 -1.1040 0.03 -0.12 0.10 0.1527
C 1.9596 -1.2588 -1.5906 0.04 0.10 -0.10 -0.4452
H -2.5767 0.9793 2.1729 0.09 0.07 -0.12 0.1946
C 1.0867 -0.3847 0.4998 -0.02 -0.22 -0.05 0.1308
H 2.1373 -2.0158 0.2427 -0.05 0.09 -0.04 0.4145
O -1.7153 0.1466 0.5457 0.02 -0.07 -0.04 -0.5358
```
Forces are in eV/Å.

## Properties
HOMO level = -0.2433 Eh
Relative energy (zero: lowest compared OMol25 entry of this formula, charge and spin) = 407.0 kJ/mol
Total energy = -362.93051 hartree
Gap between HOMO and LUMO = 7.55 eV

No. 4
Entry from the OMol25 dataset: one molecule with the formula C4H9NO2 at a distorted geometry (ωB97M-V with the def2-TZVPD basis set).

Structure (XYZ):
```
16
Properties=species:S:1:pos:R:3:forces:R:3:nbo_charge:R:1
C -1.9997 1.2710 -0.0714 -1.24 -0.48 -0.15 -0.2536
H 1.7406 -1.8180 -0.2495 0.23 0.11 0.06 0.2308
H 1.3019 0.9938 0.8866 0.10 -0.22 0.00 0.1834
H 0.1397 0.4387 -1.2338 0.12 0.21 0.10 0.3878
H 2.4922 -0.3346 -0.8889 0.03 -0.12 0.16 0.1950
H -2.0496 1.2083 1.0165 -0.34 0.03 -0.19 0.1953
O -2.2096 -0.2143 -0.5603 0.58 1.41 0.28 -0.5170
H -1.1603 1.9797 -0.2796 -0.62 -1.34 -0.52 0.2030
C 2.1287 -0.8308 0.0204 0.37 -0.15 0.09 -0.6200
C -1.0678 -0.8990 -0.3789 0.70 0.28 0.17 0.8938
H 0.5907 -0.4918 1.5173 0.20 -0.01 -0.11 0.2042
N -0.0737 0.0756 -0.3162 0.91 -0.64 -0.27 -0.7090
O -0.9074 -2.0901 -0.2544 -0.88 0.78 0.01 -0.5823
C 0.9990 -0.0282 0.6116 0.43 -0.18 0.12 -0.2087
H -2.8753 1.6624 -0.5463 -0.79 0.47 0.30 0.1898
H 2.9505 -0.9227 0.7270 0.20 -0.14 -0.06 0.2074
```
Forces are in eV/Å.

## Properties
HOMO level = -0.3345 Eh
Relative energy (zero: lowest compared OMol25 entry of this formula, charge and spin) = 243.1 kJ/mol
Total energy = -362.99293 hartree
Gap between HOMO and LUMO = 9.83 eV

No. 5
Entry from the OMol25 dataset: C4H9NO2 as an isolated structure (ωB97M-V with the def2-TZVPD basis set).

Structure (XYZ):
```
16
Properties=species:S:1:pos:R:3:forces:R:3:nbo_charge:R:1
H -0.8721 -1.4016 -0.5551 0.18 -0.19 -0.16 0.5030
H 0.9532 -1.5763 -1.8402 -0.22 0.06 0.12 0.2676
O 1.2338 2.7819 0.2167 -0.39 -0.46 0.07 -0.6137
C 0.4499 1.8649 0.4092 0.22 0.25 0.01 0.6782
H 1.0066 -0.1679 0.7519 -0.04 0.07 -0.09 0.2383
O -1.5887 -0.3184 -0.1021 -0.08 0.08 0.03 -0.8160
H -0.5660 0.1469 -1.8613 -0.04 -0.07 0.20 0.1673
H -1.3675 1.2116 1.0695 0.13 0.12 0.01 0.4328
H -0.4804 -2.6070 -1.7633 0.01 0.07 0.08 0.2517
H 0.6134 -2.4281 -0.3235 -0.07 -0.01 -0.03 0.2386
N -0.6833 1.9617 1.1427 -0.04 0.10 -0.06 -0.8283
H -0.9662 2.8825 1.4424 0.06 -0.10 -0.04 0.3999
C 0.1581 -1.9325 -1.1834 0.23 -0.24 -0.08 -0.8636
C -0.4666 -0.1667 -0.8065 0.16 0.38 -0.14 0.2732
C 0.7424 0.4492 -0.1142 0.06 -0.02 0.01 -0.5690
H 1.6076 0.5290 -0.7770 -0.17 -0.04 0.07 0.2398
```
Forces are in eV/Å.

## Properties
HOMO level = -0.3536 Eh
Relative energy (zero: lowest compared OMol25 entry of this formula, charge and spin) = 399.3 kJ/mol
Total energy = -362.93345 hartree
Gap between HOMO and LUMO = 10.27 eV

No. 6
Entry from the OMol25 dataset: a 3-piece molecular cluster, C4H9NO2 overall at a distorted geometry (ωB97M-V with the def2-TZVPD basis set).

Structure (XYZ):
```
16
Properties=species:S:1:pos:R:3:forces:R:3:nbo_charge:R:1
H 0.6493 -0.8867 -1.3350 -1.93 -1.07 0.43 0.2724
C 0.1671 -1.8491 -0.9249 1.72 0.53 0.67 -0.4077
C -0.6748 0.8455 1.8516 2.00 0.16 2.90 0.4390
H -1.2486 0.6268 2.7712 -0.32 -0.03 -0.39 0.1503
H 2.0956 0.5935 -1.5880 -0.23 0.22 0.40 0.4498
H 0.5743 -1.2189 1.0094 0.38 -0.50 0.14 0.1791
O 0.5360 1.0011 1.9941 -0.84 -0.16 -0.91 -0.4846
H -1.6748 1.9621 -0.9794 0.21 -1.20 -1.18 0.2383
H 0.6670 -3.0831 0.7360 -0.91 0.01 0.42 0.1964
C -0.8673 1.6488 -0.3325 -3.18 2.04 2.78 -0.4327
O 1.1885 0.5126 -1.9240 -0.74 1.27 0.48 -0.8031
N -1.4055 0.9126 0.7336 0.29 0.70 -3.10 -0.1957
C 0.3910 -2.0919 0.3842 0.40 0.34 -1.19 -0.4003
H 0.0243 1.0309 -0.6366 2.43 -1.34 -1.98 0.3670
H -0.4120 2.6333 -0.1200 0.81 -0.63 0.57 0.2492
H -0.0101 -2.6376 -1.6398 -0.11 -0.32 -0.02 0.1825
```
Forces are in eV/Å.

## Properties
HOMO level = -0.3354 Eh
Relative energy (zero: lowest compared OMol25 entry of this formula, charge and spin) = 900.6 kJ/mol
Total energy = -362.74250 hartree
Gap between HOMO and LUMO = 4.79 eV

No. 7
Entry from the OMol25 dataset: one molecule with the formula C4H9NO2 at a distorted geometry (ωB97M-V with the def2-TZVPD basis set).

Structure (XYZ):
```
16
Properties=species:S:1:pos:R:3:forces:R:3:nbo_charge:R:1
H 3.6064 -1.1907 -0.1670 0.03 0.43 -0.04 0.2029
O 0.3604 -1.7392 0.1847 2.58 0.78 0.40 -0.1613
N 1.6317 -1.1893 -0.4111 -1.91 -0.73 -0.60 -0.1439
H 0.4847 0.5001 -0.6226 -1.30 0.35 0.12 0.1986
H -2.6008 0.6989 -0.8939 -0.05 0.04 -0.01 0.2113
O -0.7176 -1.0932 -0.4262 -0.32 -0.33 -0.67 -0.2475
H -0.5293 1.8338 1.2362 0.03 0.00 0.02 0.2105
C -1.5899 0.9450 -1.2210 0.10 -0.38 0.11 -0.6235
C -0.5784 0.3103 -0.2877 1.44 0.78 0.14 0.0653
C -0.7102 0.7611 1.1619 -0.27 -0.09 -0.31 -0.6386
H -1.4523 0.5708 -2.2341 -0.01 0.06 -0.03 0.2243
H -1.7172 0.5507 1.5218 -0.05 0.01 0.09 0.2089
H -1.4718 2.0251 -1.2122 0.01 0.08 -0.01 0.2173
H 2.6352 -1.8421 1.2843 -0.14 0.05 -0.06 0.1814
H 0.0008 0.2343 1.7897 0.10 -0.03 0.10 0.2177
C 2.6483 -1.3754 0.2971 -0.24 -1.02 0.75 -0.1234
```
Forces are in eV/Å.

## Properties
HOMO level = -0.3479 Eh
Relative energy (zero: lowest compared OMol25 entry of this formula, charge and spin) = 567.4 kJ/mol
Total energy = -362.86942 hartree
Gap between HOMO and LUMO = 10.52 eV

No. 8
Entry from the OMol25 dataset: one molecule with the formula C4H9NO2 (ωB97M-V with the def2-TZVPD basis set).

Structure (XYZ):
```
16
Properties=species:S:1:pos:R:3:forces:R:3:nbo_charge:R:1
N 1.1943 -0.4062 -1.0906 -0.11 0.46 0.40 -0.1350
H -1.5891 -1.7293 0.0328 -0.07 0.15 0.06 0.1771
H 2.0499 2.0763 0.0615 -0.15 -0.05 0.02 0.2270
H 0.3295 2.3486 0.3909 0.06 -0.09 -0.10 0.2243
O -1.2734 0.0509 1.0667 0.00 0.05 0.04 -0.5290
H 0.8968 2.1207 -1.2793 0.05 -0.05 0.12 0.2337
H 0.4699 0.3571 2.0098 0.02 -0.05 -0.14 0.1988
C -1.9132 -0.6798 0.0403 -0.18 -0.13 -0.19 -0.2581
H 1.2870 -2.1569 -1.6978 -0.05 0.04 0.14 0.4796
C 0.1159 -0.1945 1.1335 0.23 -0.09 0.09 -0.1292
H 0.3183 -1.2614 1.2839 -0.05 0.14 -0.05 0.1954
C 0.8194 0.3188 -0.1087 0.04 -0.09 -0.28 0.1907
H -2.9871 -0.6287 0.2356 0.16 0.01 -0.05 0.1923
H -1.7065 -0.2555 -0.9532 -0.01 -0.05 0.15 0.1698
C 1.0332 1.8026 -0.2433 -0.01 0.07 -0.03 -0.6544
O 0.9551 -1.7627 -0.8821 0.06 -0.30 -0.18 -0.5833
```
Forces are in eV/Å.

## Properties
HOMO level = -0.3558 Eh
Relative energy (zero: lowest compared OMol25 entry of this formula, charge and spin) = 312.6 kJ/mol
Total energy = -362.96648 hartree
Gap between HOMO and LUMO = 10.62 eV

Among the records above, which one has the lowest total energy? number 1

Which of these has the highest HOMO level? number 3

Look up the relative energy (zero: lowest compared OMol25 entry of this formula, charge and spin) of the fourth one. 243.1 kJ/mol